Entry 1:
DFT (ωB97M-V with the def2-TZVPD basis set) results for a molecular structure, C17H19I2N2O2STi.

Each line ends with the Löwdin spin population.
CARTESIAN COORDINATES (ANGSTROEM)
1 Ti 0.1338 -0.1587 0.5863  0.953
2 I 3.8148 -4.0423 -3.6934  -0.001
3 C 3.1369 -2.8826 -2.1102  -0.002
4 C 3.6045 -1.5806 -1.9583  0.001
5 C 3.1562 -0.8050 -0.9007  0.000
6 I 3.7139 1.1903 -0.7257  0.006
7 C 2.2648 -1.3466 0.0212  0.003
8 O 1.8034 -0.6130 1.0906  -0.019
9 C 1.7439 -2.6311 -0.1654  -0.001
10 C 0.6517 -3.0836 0.7636  0.002
11 N -0.5711 -2.2234 0.5417  0.011
12 C -1.2421 -2.5543 -0.7487  0.004
13 C -1.3226 -1.3864 -1.7002  0.002
14 C -1.9868 -1.5024 -2.9085  0.000
15 C -1.9861 -0.4302 -3.7837  0.001
16 C -1.3176 0.7386 -3.4338  0.000
17 C -0.6868 0.7907 -2.2140  0.007
18 N -0.6926 -0.2497 -1.3553  0.008
19 C 2.1936 -3.3993 -1.2289  0.001
20 H 4.3080 -1.1678 -2.6681  0.000
21 H 0.3960 -4.1287 0.5892  0.000
22 H 0.9487 -2.9660 1.8053  0.001
23 H -1.2223 -2.4245 1.2965  0.004
24 H -0.6805 -3.3482 -1.2442  0.000
25 H -2.2401 -2.9490 -0.5570  0.000
26 H -2.4903 -2.4258 -3.1625  0.000
27 H -2.4972 -0.5046 -4.7343  0.000
28 H -1.2875 1.5899 -4.0979  0.000
29 H -0.1458 1.6738 -1.8952  0.002
30 H 1.8142 -4.4040 -1.3686  0.000
31 O -0.8096 1.1919 1.5936  0.012
32 S -1.2924 1.7289 2.9889  0.005
33 C -2.3099 3.1662 2.5333  0.000
34 C -1.5101 4.4285 2.8743  0.000
35 C -0.0315 4.0600 2.7952  0.000
36 C 0.0876 2.7438 3.5530  0.000
37 H -3.2638 3.0811 3.0504  0.000
38 H -2.4739 3.0340 1.4632  0.000
39 H -1.7586 4.7607 3.8827  0.000
40 H -1.7760 5.2326 2.1906  0.000
41 H 0.6062 4.8181 3.2468  0.000
42 H 0.2883 3.9316 1.7595  0.000
43 H -0.0771 2.8708 4.6265  0.000
44 H 1.0056 2.1762 3.4023  0.000

Strongest force on any atom in eV/A: 0.24
Spin multiplicity: 2
E_tot in hartree: -2761.8002
Charge: +2
Energy relative to the best compared isomer or geometry (same formula, charge and spin) in kcal/mol: 0.00
Frontier orbital gap (spin up / spin down) in eV: 7.37 / 7.46

Entry 2:
DFT (ωB97M-V with the def2-TZVPD basis set) results for a molecular structure, C15H24AuF3N5OPS in a non-equilibrium geometry.

Each line ends with the Mulliken charge.
CARTESIAN COORDINATES (ANGSTROEM)
1 Au 0.4330 -0.0233 0.6138  1.031
2 F 6.1592 -2.3725 1.5064  -0.261
3 C 4.8536 -2.2593 1.6914  0.624
4 F 4.2886 -3.4644 1.5638  -0.208
5 F 4.6300 -1.8353 2.9401  -0.202
6 C 4.2392 -1.2951 0.6981  -0.194
7 C 4.9893 -0.6073 -0.2361  -0.089
8 C 4.3823 0.3370 -1.0685  -1.034
9 C 3.0300 0.5495 -0.9711  0.160
10 N 2.2986 -0.1888 -0.1139  -0.374
11 C 2.8765 -1.0430 0.7424  0.837
12 S 1.6484 -1.5486 1.8872  -0.405
13 H 6.0567 -0.7777 -0.2920  0.573
14 H 4.9610 0.8987 -1.7869  0.471
15 H 2.5069 1.2623 -1.5899  0.385
16 C -1.4484 1.9163 3.6364  -1.188
17 P -1.6726 0.2240 3.1216  1.025
18 C -0.7117 -0.8274 4.1960  -1.251
19 C -3.3911 -0.2183 3.2547  -1.188
20 O -1.2946 0.0541 1.6167  -0.528
21 H -1.7930 2.0382 4.6646  0.428
22 H -2.0238 2.5785 2.9892  0.369
23 H -0.3930 2.1877 3.5896  0.360
24 H -1.1187 -0.7684 5.2072  0.439
25 H 0.3294 -0.5061 4.2225  0.353
26 H -0.7734 -1.8632 3.8589  0.356
27 H -3.7221 -0.0924 4.2866  0.426
28 H -3.5284 -1.2585 2.9595  0.369
29 H -3.9888 0.4232 2.6071  0.368
30 C -0.5264 1.6577 -1.8875  -0.447
31 N -1.2528 1.7311 -3.1213  0.109
32 C -0.7545 0.6943 -4.0324  -0.779
33 N -0.9373 -0.6435 -3.4574  0.122
34 C -0.2044 -0.7458 -2.2290  -0.562
35 N -0.6829 0.2981 -1.2376  0.157
36 C -2.1720 0.0731 -1.0280  -0.683
37 N -2.8796 0.1647 -2.2726  0.222
38 C -2.6762 1.4916 -2.8602  -0.689
39 C -2.3666 -0.8511 -3.1974  -0.684
40 H -0.8831 2.4081 -1.1809  0.284
41 H 0.5346 1.8120 -2.0854  0.120
42 H 0.3048 0.8638 -4.2333  0.346
43 H -1.2988 0.7529 -4.9730  0.340
44 H 0.8583 -0.5794 -2.4106  0.296
45 H -0.3521 -1.7293 -1.7779  0.304
46 H -2.5251 0.8208 -0.3218  0.291
47 H -2.2963 -0.9224 -0.6012  0.242
48 H -3.0543 2.2554 -2.1794  0.322
49 H -3.2273 1.5571 -3.7965  0.359
50 H -2.9101 -0.7852 -4.1381  0.349
51 H -2.5210 -1.8443 -2.7740  0.328

Strongest force on any atom in eV/A: 1.07
E_tot in hartree: -2109.3066
Charge: +2
Energy relative to the best compared isomer or geometry (same formula, charge and spin) in kcal/mol: 6.85
Frontier orbital gap in eV: 6.28

Entry 3:
DFT (ωB97M-V with the def2-TZVPD basis set) results for a single C12H12N2 molecule in a non-equilibrium geometry.

Each line ends with the Mulliken charge.
CARTESIAN COORDINATES (ANGSTROEM)
1 N 1.3190 1.6485 -1.2053  -0.403
2 C 0.1612 1.0940 -1.5287  0.849
3 C -0.5289 1.5453 -2.6412  -0.608
4 C -1.7037 1.0142 -3.0357  -0.735
5 C -2.2803 0.0725 -2.1718  -0.573
6 C -1.6891 -0.2699 -0.9333  -0.080
7 C -0.4158 0.2134 -0.6420  0.064
8 C 0.3925 -0.4587 0.4934  -0.577
9 C 1.4461 -1.4950 0.3432  -0.227
10 C 2.1206 -1.9428 1.4609  -0.670
11 C 1.7193 -1.5527 2.7432  -0.331
12 C 0.5423 -0.7880 2.9541  -1.022
13 C -0.0658 -0.2646 1.7891  1.209
14 N -1.0516 0.6399 2.0986  -0.417
15 H 1.7670 2.2482 -1.8533  0.164
16 H 1.6863 1.4468 -0.3119  0.220
17 H 0.0330 2.2519 -3.2236  0.279
18 H -2.3349 1.3039 -3.7945  0.440
19 H -3.2808 -0.2686 -2.4622  0.333
20 H -2.2309 -1.1011 -0.3231  0.241
21 H 1.6251 -1.7152 -0.7159  0.414
22 H 3.0197 -2.6195 1.4017  0.294
23 H 2.1395 -1.8034 3.6898  0.377
24 H 0.3291 -0.4577 3.9192  0.323
25 H -1.5612 0.9447 1.3323  0.237
26 H -1.2541 0.7454 3.1006  0.199

SMILES: Nc1ccccc1-c1ccccc1N
Strongest force on any atom in eV/A: 5.08
E_tot in hartree: -573.9474
Energy relative to the best compared isomer or geometry (same formula, charge and spin) in kcal/mol: 32.42
Frontier orbital gap in eV: 8.61

Entry 4:
DFT (ωB97M-V with the def2-TZVPD basis set) results for a molecular structure, C21H15O4PTi in a non-equilibrium geometry.

Each line ends with the Löwdin spin population.
CARTESIAN COORDINATES (ANGSTROEM)
1 O 1.5716 -4.6484 3.9005  0.000
2 C 1.2468 -3.7288 3.3791  0.000
3 Ti -0.2324 0.2188 0.6906  1.544
4 C -1.3907 -0.7741 -0.7056  0.080
5 C 1.4981 0.6591 -0.3323  0.087
6 O -2.0194 -1.6494 -1.3387  0.100
7 O 2.6800 0.6811 -0.7009  0.133
8 O -0.9127 1.8297 0.6795  0.034
9 P -1.7002 3.1800 1.3260  0.010
10 C -0.5137 4.5810 0.7978  0.000
11 C -0.5024 5.9032 1.2771  0.000
12 C 0.6208 6.7355 0.9978  0.000
13 C 1.6674 6.2580 0.1687  0.000
14 C 1.6755 4.8873 -0.2098  0.000
15 C 0.6188 4.0563 0.1211  -0.001
16 C -3.2761 3.2661 0.3016  -0.001
17 C -4.2475 4.2660 0.4286  0.000
18 C -5.4576 4.1995 -0.3201  0.000
19 C -5.6630 3.0935 -1.1780  0.000
20 C -4.7132 2.0358 -1.2170  0.000
21 C -3.5589 2.1077 -0.4607  0.001
22 C -2.2491 3.6089 3.0515  0.005
23 C -3.5437 3.3138 3.6076  0.002
24 C -3.9185 3.8053 4.9010  0.000
25 C -3.0053 4.5024 5.7061  0.002
26 C -1.6551 4.5420 5.2819  0.000
27 C -1.2684 4.0732 4.0114  0.001
28 H -1.3135 6.2917 1.8477  0.000
29 H 0.6721 7.7669 1.4308  0.000
30 H 2.4752 6.9461 -0.1790  0.000
31 H 2.5282 4.4887 -0.7660  0.000
32 H 0.7231 3.0057 -0.0641  0.000
33 H -4.0885 5.0873 1.1118  0.000
34 H -6.2092 5.0000 -0.2360  0.000
35 H -6.5941 3.0529 -1.8033  0.000
36 H -4.9132 1.1622 -1.8500  0.000
37 H -2.8931 1.2341 -0.4367  0.001
38 H -4.2376 2.7236 3.0416  0.000
39 H -4.9918 3.6664 5.2787  0.000
40 H -3.3108 4.9618 6.6294  0.000
41 H -0.8871 4.9952 5.9774  0.000
42 H -0.2413 4.0529 3.7183  0.000

Strongest force on any atom in eV/A: 12.93
Spin multiplicity: 3
E_tot in hartree: -2300.3176
Charge: +2
Energy relative to the best compared isomer or geometry (same formula, charge and spin) in kcal/mol: 67.49
Frontier orbital gap (spin up / spin down) in eV: 6.14 / 5.87

Entry 5:
DFT (ωB97M-V with the def2-TZVPD basis set) results for a molecular structure, C3H4Cl3F4N2O23PdS4 in a non-equilibrium geometry.

Each line ends with the Löwdin spin population.
CARTESIAN COORDINATES (ANGSTROEM)
1 Pd -0.5384 -0.1592 0.5785  0.984
2 Cl -4.6106 -2.9624 1.0881  -0.023
3 O -4.2518 -4.3626 0.9373  0.011
4 O -6.0346 -2.8978 0.8383  0.106
5 O -4.3574 -2.5826 2.4224  0.101
6 O -4.0056 -1.9603 0.2747  0.130
7 Cl 3.0760 2.4630 2.2475  0.000
8 O 2.1146 3.4001 1.8313  0.000
9 O 2.7722 1.2386 1.5818  0.000
10 O 4.4433 2.8869 2.0262  0.000
11 O 2.9100 2.3176 3.6597  0.000
12 Cl 0.4500 -2.0232 -3.9489  -0.043
13 O 0.2835 -1.4690 -2.6434  0.294
14 O -0.0390 -3.3379 -3.8642  0.305
15 O -0.3170 -1.2732 -4.8618  0.027
16 O 1.8046 -2.1308 -4.3367  0.095
17 N 2.9016 -4.9532 1.5497  0.000
18 S 2.9358 -4.6110 0.0698  0.000
19 O 3.0541 -3.2144 -0.3069  0.000
20 O 2.5415 -5.5736 -0.9487  0.000
21 F 4.5157 -4.9205 0.0933  0.000
22 S 1.1779 -4.6637 1.3918  0.000
23 O 0.5177 -5.8837 0.8810  0.000
24 O 0.5945 -3.2853 1.2096  0.000
25 F 0.8619 -4.8002 2.9928  0.000
26 N -1.7989 1.1482 3.0315  0.008
27 S -1.7178 0.8168 4.5551  0.000
28 O -2.9502 0.5036 5.3272  0.002
29 O -0.5754 1.3216 5.3708  0.000
30 F -1.1545 -0.6382 4.4008  0.000
31 S -2.5334 2.6659 3.3909  0.000
32 O -1.9827 3.4968 4.4496  0.001
33 O -3.9392 2.7981 3.0935  0.000
34 F -1.9396 3.3882 2.0889  0.000
35 C 0.3822 4.8402 -4.4124  0.000
36 C 1.1928 3.5807 -4.7354  0.000
37 O 1.1086 2.9407 -3.4699  0.000
38 C 0.0511 3.3497 -2.7620  0.000
39 O -0.4434 2.6337 -1.8846  0.000
40 O -0.4043 4.5035 -3.3201  0.000
41 H -0.2771 5.1386 -5.2276  0.000
42 H 1.0989 5.6547 -4.3068  0.000
43 H 2.2668 3.7203 -4.8583  0.000
44 H 0.8152 2.8954 -5.4942  0.000

Strongest force on any atom in eV/A: 10.52
Spin multiplicity: 3
E_tot in hartree: -5456.2912
Charge: -3
Frontier orbital gap (spin up / spin down) in eV: 6.81 / 1.91

Entry 6:
DFT (ωB97M-V with the def2-TZVPD basis set) results for 2 unconnected molecules or ions with the total composition C4H9NO2.

Each line ends with the Mulliken charge.
CARTESIAN COORDINATES (ANGSTROEM)
1 C 0.4483 -0.9276 2.9983  -1.005
2 C 0.3397 -1.0217 1.5006  0.648
3 O 1.1938 -1.5521 0.8392  -0.572
4 O -0.7595 -0.4726 0.9980  -0.495
5 H -0.1403 -0.0940 3.3816  0.314
6 H 1.4821 -0.8320 3.3173  0.305
7 H 0.0509 -1.8324 3.4618  0.263
8 H -0.6737 -0.3670 -0.0011  0.559
9 C 0.8850 0.7543 -1.4276  -0.196
10 N -0.2229 0.1957 -1.6612  -0.402
11 C -1.1561 0.9023 -2.5197  -0.805
12 H 1.5498 0.3079 -0.6958  0.270
13 H 1.1878 1.7041 -1.8797  0.249
14 H -1.0620 0.4951 -3.5329  0.275
15 H -0.9454 1.9752 -2.5951  0.311
16 H -2.1776 0.7647 -2.1837  0.280

SMILES: CC(=O)O.C=NC
Strongest force on any atom in eV/A: 0.85
E_tot in hartree: -363.0362
Energy relative to the best compared isomer or geometry (same formula, charge and spin) in kcal/mol: 30.97
Frontier orbital gap in eV: 10.92

Repeat the first record exactly.
DFT (ωB97M-V with the def2-TZVPD basis set) results for a molecular structure, C17H19I2N2O2STi.

Each line ends with the Löwdin spin population.
CARTESIAN COORDINATES (ANGSTROEM)
1 Ti 0.1338 -0.1587 0.5863  0.953
2 I 3.8148 -4.0423 -3.6934  -0.001
3 C 3.1369 -2.8826 -2.1102  -0.002
4 C 3.6045 -1.5806 -1.9583  0.001
5 C 3.1562 -0.8050 -0.9007  0.000
6 I 3.7139 1.1903 -0.7257  0.006
7 C 2.2648 -1.3466 0.0212  0.003
8 O 1.8034 -0.6130 1.0906  -0.019
9 C 1.7439 -2.6311 -0.1654  -0.001
10 C 0.6517 -3.0836 0.7636  0.002
11 N -0.5711 -2.2234 0.5417  0.011
12 C -1.2421 -2.5543 -0.7487  0.004
13 C -1.3226 -1.3864 -1.7002  0.002
14 C -1.9868 -1.5024 -2.9085  0.000
15 C -1.9861 -0.4302 -3.7837  0.001
16 C -1.3176 0.7386 -3.4338  0.000
17 C -0.6868 0.7907 -2.2140  0.007
18 N -0.6926 -0.2497 -1.3553  0.008
19 C 2.1936 -3.3993 -1.2289  0.001
20 H 4.3080 -1.1678 -2.6681  0.000
21 H 0.3960 -4.1287 0.5892  0.000
22 H 0.9487 -2.9660 1.8053  0.001
23 H -1.2223 -2.4245 1.2965  0.004
24 H -0.6805 -3.3482 -1.2442  0.000
25 H -2.2401 -2.9490 -0.5570  0.000
26 H -2.4903 -2.4258 -3.1625  0.000
27 H -2.4972 -0.5046 -4.7343  0.000
28 H -1.2875 1.5899 -4.0979  0.000
29 H -0.1458 1.6738 -1.8952  0.002
30 H 1.8142 -4.4040 -1.3686  0.000
31 O -0.8096 1.1919 1.5936  0.012
32 S -1.2924 1.7289 2.9889  0.005
33 C -2.3099 3.1662 2.5333  0.000
34 C -1.5101 4.4285 2.8743  0.000
35 C -0.0315 4.0600 2.7952  0.000
36 C 0.0876 2.7438 3.5530  0.000
37 H -3.2638 3.0811 3.0504  0.000
38 H -2.4739 3.0340 1.4632  0.000
39 H -1.7586 4.7607 3.8827  0.000
40 H -1.7760 5.2326 2.1906  0.000
41 H 0.6062 4.8181 3.2468  0.000
42 H 0.2883 3.9316 1.7595  0.000
43 H -0.0771 2.8708 4.6265  0.000
44 H 1.0056 2.1762 3.4023  0.000

Strongest force on any atom in eV/A: 0.24
Spin multiplicity: 2
E_tot in hartree: -2761.8002
Charge: +2
Energy relative to the best compared isomer or geometry (same formula, charge and spin) in kcal/mol: 0.00
Frontier orbital gap (spin up / spin down) in eV: 7.37 / 7.46

Q: Among the records above, which one has the highest E_tot?
A: C4H9NO2